{"formula": "C14H52N8O12", "method": "wB97M-V/def2-TZVPD", "e_above_lowest_kcal_mol": 150.3, "e_lumo_ev": -0.5, "homo_lumo_gap_ev": 7.5, "charge": 0, "largest_force_ev_per_a": 9.60, "symbols": ["C", "C", "O", "H", "H", "H", "H", "H", "H", "C", "C", "O", "H", "H", "H", "H", "H", "H", "C", "O", "N", "N", "H", "H", "H", "H", "C", "O", "N", "N", "H", "H", "H", "H", "C", "O", "N", "N", "H", "H", "H", "H", "C", "O", "N", "N", "H", "H", "H", "H", "C", "O", "H", "H", "H", "H", "C", "O", "H", "H", "H", "H", "C", "O", "H", "H", "H", "H", "C", "O", "H", "H", "H", "H", "C", "O", "H", "H", "H", "H", "C", "O", "H", "H", "H", "H"], "coordinates": [[-1.0287, 0.8669, 1.1010], [-0.8287, -0.3871, 1.8240], [-0.1447, -1.2491, 0.8850], [-0.0787, 1.2199, 0.6460], [-1.2507, 1.7749, 1.7810], [-1.8187, 0.8929, 0.4130], [-1.8247, -0.7721, 2.0540], [-0.2737, -0.2471, 2.7730], [-0.7437, -1.7221, 0.3330], [2.9083, -0.9221, 3.3420], [4.2063, -1.6161, 3.7110], [5.1133, -0.6091, 4.0170], [3.1973, -0.1331, 2.6330], [2.3743, -0.4481, 4.1190], [2.1103, -1.5301, 2.8730], [4.6613, -2.2401, 2.9230], [4.2383, -2.1561, 4.6060], [5.9013, -1.0961, 4.2120], [3.2293, -0.4711, -0.0720], [4.3303, 0.1529, 0.2930], [3.1693, -1.5151, -0.8850], [2.0563, 0.0849, 0.1310], [4.0793, -1.9421, -1.0490], [2.3143, -1.8661, -1.2750], [2.0953, 1.0039, 0.6760], [1.2153, -0.5851, 0.2790], [-3.1127, 2.9009, -0.7140], [-3.6917, 3.2419, 0.5380], [-3.6517, 2.0369, -1.5220], [-2.0197, 3.2879, -1.1390], [-4.6037, 1.7879, -1.2050], [-3.1807, 1.4859, -2.2460], [-1.4607, 3.7799, -0.3800], [-1.4697, 2.7489, -1.8450], [0.7403, 1.9259, -2.6110], [0.8003, 2.9289, -1.6490], [1.1293, 0.6779, -2.2910], [0.0863, 2.0699, -3.7150], [1.6283, 0.4839, -1.3960], [1.0653, -0.1321, -2.9310], [-0.3427, 2.9959, -3.9240], [0.1613, 1.4429, -4.5400], [-2.3307, -0.4271, -2.6500], [-3.4807, -1.2101, -2.5380], [-1.1837, -0.6751, -2.0230], [-2.2697, 0.6259, -3.3510], [-1.1877, -1.5461, -1.4500], [-0.3427, -0.0271, -2.0110], [-2.9817, 0.7029, -4.0920], [-1.3997, 1.1439, -3.4560], [1.8823, 2.6299, 2.7300], [2.1963, 2.7099, 1.3440], [2.1993, 3.5039, 3.2900], [2.3753, 1.7919, 3.2480], [0.8183, 2.6579, 2.9130], [3.1473, 3.0159, 1.3560], [1.2163, -3.9861, -2.1340], [0.9833, -2.6361, -1.9980], [1.2823, -4.3101, -3.1710], [0.2733, -4.4981, -1.7900], [2.0223, -4.3591, -1.4900], [0.1383, -2.4511, -2.3740], [0.4013, 5.4649, 1.0610], [-0.1217, 4.4159, 0.2880], [1.1683, 5.8209, 0.4150], [0.8773, 4.9939, 1.9480], [-0.3317, 6.2349, 1.1890], [0.6823, 3.9489, 0.0880], [1.5653, -3.9441, 1.1000], [2.8413, -3.4811, 0.9000], [1.6593, -5.0531, 1.1260], [0.8433, -3.6631, 0.3420], [1.3503, -3.5291, 2.1200], [2.8573, -2.7331, 0.3070], [-2.9477, -2.7491, 0.0950], [-1.7757, -3.0581, -0.6300], [-3.7807, -3.0021, -0.4990], [-3.0187, -1.6771, 0.2590], [-3.0447, -3.2981, 1.0550], [-1.9127, -3.8911, -1.0320], [-5.3647, -0.2091, 0.1470], [-5.5597, -0.0671, -1.2780], [-4.4457, 0.1749, 0.5300], [-5.5347, -1.2581, 0.4490], [-6.1467, 0.2819, 0.6430], [-4.9047, -0.5291, -1.7490]], "mulliken_charge": [1.083, -0.692, -0.139, -0.458, 0.515, -0.807, 0.496, 0.236, -0.143, -0.237, -0.558, -0.555, -0.097, 0.727, -0.328, 0.225, 0.439, 0.315, 0.430, -0.785, -0.201, 1.391, 0.279, 0.354, -0.521, -0.198, 0.375, -0.783, -0.239, -0.239, 0.253, 0.214, 0.553, 0.110, -0.202, -0.608, -0.429, -0.398, 0.359, 0.393, 0.328, 0.312, 0.459, -0.897, 0.583, -0.376, -0.280, -0.163, 0.283, 0.168, -0.760, -0.562, 0.474, 0.160, 0.316, 0.236, -0.751, -0.688, 0.297, 0.181, 0.342, 0.472, -0.710, -0.499, 0.317, 0.113, 0.329, 0.264, -0.253, -0.565, 0.325, -0.129, 0.197, 0.399, -0.485, -0.433, 0.460, -0.225, 0.364, 0.294, -0.520, -0.685, 0.048, 0.286, 0.369, 0.472]}

---

{"formula": "C5H6O", "method": "wB97M-V/def2-TZVPD", "e_above_lowest_kcal_mol": 84.5, "e_lumo_ev": [-1.3, -0.7], "homo_lumo_gap_ev": [7.8, 7.9], "charge": 0, "largest_force_ev_per_a": 1.23, "symbols": ["O", "C", "C", "C", "C", "C", "H", "H", "H", "H", "H", "H"], "coordinates": [[-0.4329, -0.4193, -2.6789], [-0.1423, -0.1489, -1.5134], [1.0179, 0.5746, -1.0758], [0.1170, 0.3730, 1.6886], [-0.7898, -0.3317, 0.9753], [-0.7099, -0.8142, -0.3642], [0.9833, 1.4254, -0.4026], [1.9557, 0.4153, -1.6060], [1.1876, 0.3681, 1.4931], [-0.2122, 0.8850, 2.5866], [-1.7168, -0.5945, 1.4955], [-1.2575, -1.7329, -0.5983]], "mulliken_charge": [-0.603, 0.585, -0.852, -0.830, 0.083, -0.480, 0.483, 0.289, 0.429, 0.241, 0.295, 0.361]}

---

{"formula": "C23H23MnNO6S2", "method": "wB97M-V/def2-TZVPD", "multiplicity": 5, "e_above_lowest_kcal_mol": 4.6, "e_lumo_ev": [-11.9, -11.0], "homo_lumo_gap_ev": [5.1, 6.0], "charge": 3, "largest_force_ev_per_a": 0.73, "symbols": ["Mn", "O", "C", "O", "C", "C", "C", "C", "C", "N", "C", "O", "O", "H", "H", "H", "H", "H", "O", "S", "C", "C", "C", "C", "S", "O", "C", "C", "C", "C", "C", "C", "C", "C", "C", "C", "C", "C", "H", "H", "H", "H", "H", "H", "H", "H", "H", "H", "H", "H", "H", "H", "H", "H", "H", "H"], "coordinates": [[0.7958, -0.9310, 0.7340], [-1.7488, -3.5582, 2.5522], [-0.8590, -2.7242, 2.1557], [-0.5693, -2.4705, 0.9794], [-0.0851, -2.0327, 3.2326], [-0.1904, -2.1807, 4.5982], [0.7047, -1.4710, 5.3950], [1.6880, -0.6748, 4.8026], [1.7190, -0.5910, 3.4296], [0.8273, -1.2404, 2.6842], [2.6774, 0.1274, 2.5192], [3.6792, 0.8209, 2.9087], [2.4738, 0.0085, 1.2966], [-2.2034, -4.0127, 1.8144], [-0.9387, -2.8381, 5.0232], [0.6518, -1.5510, 6.4741], [2.4076, -0.1499, 5.4195], [3.8300, 0.8678, 3.8684], [1.1860, -1.1464, -1.0507], [1.3342, -1.0203, -2.6101], [-0.0219, 0.0580, -3.0827], [-0.0613, 1.3250, -2.2342], [-1.4964, 1.8003, -1.9757], [-1.6186, 2.5444, -0.6562], [-1.6849, 1.5331, 0.8415], [-0.4574, 0.5791, 0.8246], [-3.1017, 0.5264, 0.5493], [-3.0114, -0.6959, -0.1084], [-4.1730, -1.4215, -0.3243], [-5.3975, -0.9215, 0.1114], [-5.4670, 0.2966, 0.7750], [-4.3106, 1.0285, 1.0110], [2.7203, 0.0230, -2.9251], [2.9681, 0.2937, -4.2671], [4.0731, 1.0648, -4.5827], [4.9085, 1.5348, -3.5751], [4.6503, 1.2316, -2.2461], [3.5479, 0.4604, -1.9053], [-0.9064, -0.5721, -2.9626], [0.1177, 0.2366, -4.1502], [0.5298, 2.1130, -2.6999], [0.4108, 1.1205, -1.2785], [-2.1975, 0.9639, -1.9777], [-1.8280, 2.4647, -2.7739], [-2.5634, 3.0908, -0.5727], [-0.8067, 3.2549, -0.4841], [-2.0570, -1.0744, -0.4503], [-4.1302, -2.3685, -0.8486], [-6.3023, -1.4878, -0.0661], [-6.4199, 0.6765, 1.1186], [-4.3588, 1.9734, 1.5441], [2.3381, -0.1004, -5.0589], [4.2863, 1.2898, -5.6187], [5.7740, 2.1307, -3.8318], [5.3144, 1.5890, -1.4705], [3.3524, 0.2069, -0.8749]], "mulliken_spin": [3.842, 0.006, -0.007, 0.018, 0.010, -0.005, 0.011, -0.004, 0.001, -0.049, 0.004, 0.008, 0.015, -0.001, 0.000, 0.000, 0.000, -0.002, 0.054, -0.005, 0.003, -0.002, -0.001, 0.008, 0.020, 0.066, 0.009, -0.001, -0.001, 0.000, 0.000, -0.001, 0.012, -0.002, 0.001, -0.001, -0.001, -0.002, 0.001, 0.002, 0.000, -0.002, 0.000, 0.000, 0.000, 0.002, -0.002, 0.000, 0.000, 0.000, 0.000, 0.001, 0.000, 0.000, 0.000, -0.001]}

---

{"formula": "C36H32ClP2Sc", "method": "wB97M-V/def2-TZVPD", "e_above_lowest_kcal_mol": 0.0, "e_lumo_ev": -7.6, "homo_lumo_gap_ev": 6.4, "charge": 2, "largest_force_ev_per_a": 2.73, "symbols": ["Sc", "Cl", "P", "C", "C", "C", "C", "C", "C", "C", "C", "C", "C", "C", "C", "C", "C", "C", "C", "C", "C", "H", "H", "H", "H", "H", "H", "H", "H", "H", "H", "H", "H", "H", "H", "H", "H", "H", "C", "C", "C", "C", "C", "C", "P", "C", "C", "C", "C", "C", "C", "C", "C", "C", "C", "C", "C", "H", "H", "H", "H", "H", "H", "H", "H", "H", "H", "H", "H", "H", "H", "H"], "coordinates": [[-0.6155, -0.1713, -0.0425], [-2.2747, -0.9721, 1.3522], [1.1925, -2.0639, 0.2791], [2.8570, -1.7510, 0.9818], [4.0298, -2.2832, 0.4299], [5.2571, -2.0523, 1.0613], [5.3220, -1.2482, 2.2045], [4.1521, -0.6802, 2.7317], [2.9202, -0.9289, 2.1269], [0.4554, -3.3026, 1.4421], [-0.8581, -3.7136, 1.1919], [-1.5585, -4.4589, 2.1330], [-0.9084, -4.9058, 3.2913], [0.4320, -4.5722, 3.5081], [1.1139, -3.7623, 2.5910], [1.4391, -3.1265, -1.2038], [0.8693, -2.7231, -2.4225], [0.9254, -3.5758, -3.5228], [1.5811, -4.8090, -3.4315], [2.1605, -5.2070, -2.2181], [2.0689, -4.3739, -1.0952], [-1.3601, -3.4298, 0.2638], [-2.6071, -4.6986, 1.9683], [-1.4339, -5.5345, 4.0123], [0.9602, -4.9309, 4.3956], [2.1513, -3.4786, 2.7526], [3.9601, -2.8943, -0.4732], [6.1530, -2.5178, 0.6469], [6.2861, -1.0827, 2.6894], [4.2079, -0.0561, 3.6236], [2.0045, -0.4993, 2.5500], [0.3784, -1.7457, -2.5107], [0.4654, -3.2803, -4.4650], [1.6584, -5.4684, -4.2986], [2.6919, -6.1561, -2.1268], [2.4923, -4.6760, -0.1290], [7.7554, -1.3659, -2.9895], [7.4176, -1.6531, -3.5945], [-5.5800, 4.4106, 1.3490], [-5.6609, 3.2163, 0.6190], [-4.5033, 2.5491, 0.2059], [-3.2267, 3.0551, 0.5111], [-3.1636, 4.2625, 1.2240], [-4.3180, 4.9322, 1.6391], [-1.7487, 2.1315, -0.0498], [-2.0911, 2.2054, -1.8809], [-1.9407, 0.9875, -2.5640], [-2.3875, 0.8929, -3.8815], [-2.9838, 1.9851, -4.5194], [-3.1199, 3.2068, -3.8406], [-2.6594, 3.3152, -2.5226], [-0.3749, 3.2221, 0.4975], [0.1439, 4.2747, -0.2617], [0.9781, 5.2137, 0.3516], [1.3514, 5.0566, 1.6928], [0.9126, 3.9406, 2.4192], [0.0691, 3.0110, 1.8176], [-6.4887, 4.9249, 1.6746], [-6.6393, 2.8026, 0.3767], [-4.5936, 1.6137, -0.3559], [-2.1959, 4.6939, 1.4757], [-4.2347, 5.8675, 2.1911], [-1.5059, 0.0661, -2.0525], [-2.2621, -0.0529, -4.4184], [-3.3351, 1.9067, -5.5496], [-3.5771, 4.0708, -4.3274], [-2.7757, 4.2584, -1.9781], [-0.1254, 4.3500, -1.3162], [1.3237, 6.0752, -0.2178], [1.9926, 5.7997, 2.1706], [1.2353, 3.7935, 3.4535], [-0.2574, 2.1107, 2.3636]], "mulliken_charge": [-0.522, -0.223, 1.056, 0.469, -0.321, -0.736, -0.521, -0.713, -0.384, 0.899, -0.743, -0.749, -0.508, -0.639, -0.209, 0.749, -0.492, -0.715, -0.553, -0.798, -0.139, 0.572, 0.431, 0.409, 0.413, 0.399, 0.499, 0.437, 0.406, 0.417, 0.360, 0.123, 0.403, 0.416, 0.410, 0.540, -0.019, 0.019, -0.487, -0.710, -0.340, 0.524, -0.012, -0.692, 1.407, 0.704, -0.016, -0.821, -0.681, -0.734, -0.054, 0.178, -0.041, -0.692, -0.435, -0.845, -0.260, 0.400, 0.406, 0.357, 0.184, 0.421, -0.182, 0.448, 0.415, 0.424, 0.481, 0.434, 0.430, 0.432, 0.432, 0.482]}